(1)
The following is a DFT calculation (ωB97M-V with the def2-TZVPD basis set) of a 2-piece molecular cluster, C3H10N3O overall.

```
17
Properties=species:S:1:pos:R:3:nbo_charge:R:1
N 1.31880 -2.05545 1.72332 -0.80
C 1.17922 -0.96188 0.93401 0.79
N 1.28696 0.26377 1.56300 -0.84
O 0.87180 -1.05382 -0.25590 -0.70
H 1.47970 -2.91827 1.22664 0.42
H 1.85589 -1.98092 2.57645 0.40
H 1.87874 0.30465 2.37693 0.40
H 1.41996 1.02667 0.91733 0.40
C -1.29971 1.26247 -1.76933 -0.07
C -1.94347 2.40241 -1.79053 -0.33
N -1.37410 0.39377 -0.57732 -0.72
H -0.65006 0.87909 -2.53602 0.24
H -1.91191 3.05116 -2.65100 0.25
H -2.52636 2.74857 -0.95000 0.21
H -1.49553 0.95154 0.26922 0.43
H -2.16124 -0.25848 -0.61452 0.44
H -0.48816 -0.17238 -0.44274 0.47
```

Results
- HOMO energy: -14.46 eV
- DFT total energy: -9785.25680 eV
- Charge: +1
- HOMO-LUMO gap: 11.48 eV

(2)
The following is a DFT calculation (ωB97M-V with the def2-TZVPD basis set) of the molecule CH4ClO2P.

```
9
Properties=species:S:1:pos:R:3:nbo_charge:R:1
C 0.78947 -1.29354 0.06483 -0.13
O -0.59809 1.97334 -0.74012 -1.06
O -0.00852 -0.03983 0.68445 -0.88
P -1.18007 0.53343 -0.32376 1.18
Cl 1.10726 -0.94721 -1.54386 0.04
H 1.64053 -1.30771 0.57810 0.19
H 0.15491 -2.20064 0.33279 0.21
H -0.16783 2.54047 0.04064 0.50
H -1.73765 0.74168 0.90693 -0.05
```

Results
- HOMO energy (spin up / spin down): -4.25 / -10.94 eV
- DFT total energy: -27001.97664 eV
- Spin multiplicity: 3
- HOMO-LUMO gap (spin up / spin down): 4.93 / 8.09 eV

(3)
The following is a DFT calculation (ωB97M-V with the def2-TZVPD basis set) of C3H4GaLiO3 as an isolated structure.

```
12
Properties=species:S:1:pos:R:3:lowdin_spin:R:1
O 0.26996 2.87075 -0.70749 -0.67
C 1.21142 1.94535 -0.51430 -0.13
C 0.70108 0.53440 -0.37088 -0.04
Li -1.42959 2.49119 -1.05643 0.01
H 1.75223 1.42642 -1.47595 -0.11
H 0.13117 0.43871 0.56313 -0.01
H 1.45243 -0.26012 -0.45016 0.00
O -0.61123 0.36141 -1.40292 0.18
C -1.20627 -0.72275 -1.50466 0.62
Ga -3.31528 -2.05108 -2.25401 0.76
O -2.11198 -1.11523 -2.22650 0.40
H 1.91036 2.11786 0.33445 0.00
```

Results
- HOMO energy (spin up / spin down): -23.50 / -23.58 eV
- DFT total energy: -61857.52059 eV
- Charge: +3
- Spin multiplicity: 2
- HOMO-LUMO gap (spin up / spin down): 8.71 / 6.18 eV